Entry 1:
The following is a DFT calculation (wB97M-V/def2-TZVPD) of a cluster of 9 separate species, C9H33N16O11 in total at a distorted geometry.

Positions of all 69 atoms, in Å:
H: -1.533 -0.325 1.533
O: 4.868 -0.426 -5.373
N: 4.479 2.155 -0.314
H: 3.570 1.733 -0.419
N: 3.718 3.660 1.228
C: 1.322 0.357 4.040
H: -1.739 -1.502 4.839
C: -2.067 3.611 1.451
H: -1.088 -0.142 -1.517
H: 1.126 -0.286 -1.570
O: 0.898 1.844 0.407
N: 2.072 0.185 2.906
H: -2.596 -1.810 -0.291
N: 2.643 -0.733 -5.076
H: 1.922 -1.110 -4.467
H: -2.496 -0.619 -2.456
H: 2.574 -0.679 2.848
H: -1.357 -4.180 -1.836
O: 1.688 0.270 -0.996
O: -3.436 0.453 3.019
H: 1.129 -2.991 1.145
H: -2.229 -1.608 -4.523
N: -1.503 -0.676 2.479
N: -1.504 -0.650 -2.292
H: 2.355 -0.389 -5.969
O: 0.567 -1.119 -3.123
N: -1.266 -1.761 -4.296
H: -1.321 -2.581 -1.120
N: -5.776 -1.491 -0.622
H: -0.661 -2.297 -4.889
H: -0.627 -0.633 2.971
H: -6.540 -1.558 -1.267
O: -0.277 -0.006 -0.017
N: -2.410 -0.796 4.598
N: -1.874 2.287 1.266
H: 5.089 1.871 -1.061
C: -4.505 -1.789 -1.042
H: -5.967 -1.645 0.352
H: 4.972 -0.833 -2.851
C: 3.923 -0.638 -4.610
H: 0.215 -1.820 0.255
C: -0.664 -1.155 -3.228
H: -1.026 5.359 1.268
N: 0.538 1.476 3.986
H: 2.790 3.284 1.148
H: 3.271 -0.775 -2.664
N: -1.061 4.411 0.942
C: 0.161 -3.760 -0.504
N: -0.914 -3.476 -1.280
O: -4.225 -2.217 -2.156
H: -1.077 1.921 0.752
H: -0.012 1.744 4.780
H: -3.806 -1.638 0.905
H: -0.187 3.913 0.846
H: 0.674 2.145 3.248
O: 1.258 -0.507 4.903
H: -3.120 -0.461 5.221
C: 0.745 0.734 -0.140
N: 0.470 -2.798 0.418
C: 4.758 3.237 0.440
O: 0.743 -4.838 -0.498
H: -2.369 1.644 1.874
O: -3.053 4.112 1.989
H: 3.892 4.488 1.766
N: -3.556 -1.636 -0.069
C: -2.546 -0.343 3.317
N: 4.067 -0.815 -3.278
H: 2.022 0.871 2.170
O: 5.867 3.746 0.503

* maximum force: 2.02 eV/A
* M: 541.46 g/mol
* charge: -1
* energy above the lowest of the compared OMol25 structures with the same formula, charge and spin: 0.000 eV
* multiplicity: 1
* Kohn-Sham gap: 0.3414 hartree



Entry 2:
The following is a DFT calculation (wB97M-V/def2-TZVPD) of a structure of composition C32H33N4O2OsSe.

Positions of all 73 atoms, in Å:
C: 0.140 3.678 -0.478
C: 0.217 2.812 0.783
C: 1.954 -0.497 2.310
H: -5.632 0.141 2.123
H: 2.391 2.706 0.807
C: -2.069 -0.697 -0.804
H: 3.426 -0.201 0.808
O: 3.238 -0.831 -1.560
C: -0.043 -2.725 -3.216
H: -2.262 5.598 3.607
O: -1.757 0.825 1.502
H: -3.041 0.565 4.839
N: 2.178 -3.314 -5.817
C: 2.114 0.148 4.607
H: -3.015 0.235 -3.487
H: 1.623 2.384 2.376
C: -3.631 0.191 3.996
H: -1.116 -3.167 -1.506
C: 1.502 -2.694 -5.120
C: -1.798 -0.907 -4.844
N: -0.195 0.071 -2.179
H: 3.804 -0.099 3.292
Se: -1.506 -2.778 1.521
H: 0.939 3.414 -1.182
C: -1.097 4.327 2.309
C: -4.777 0.771 1.840
H: 2.388 -0.437 -4.157
C: 0.018 -0.293 3.565
Os: -0.478 -0.872 0.633
N: 0.618 -0.571 2.394
C: -2.157 4.616 3.158
C: 2.727 -0.149 3.406
H: 1.717 4.040 1.769
C: -4.105 1.342 3.097
C: 1.362 -0.503 -3.815
H: -3.022 -0.509 3.412
H: -0.361 5.103 2.098
C: 2.051 -0.580 -1.302
C: -0.942 3.074 1.727
H: 0.237 4.741 -0.229
H: 2.705 0.452 5.463
C: 0.265 0.309 -4.543
C: 0.729 0.079 4.685
C: -3.004 2.354 2.818
C: -3.099 3.618 3.391
C: -0.906 -1.015 -1.531
H: -2.533 -1.584 -5.274
H: -4.069 0.166 1.276
C: 1.141 -0.249 -2.389
C: 2.535 -0.804 0.974
C: -0.764 0.678 -3.441
H: -0.013 -3.789 -3.429
H: 2.874 -1.846 0.968
C: -2.044 0.017 -3.921
H: 0.198 0.314 5.596
H: -2.406 0.328 -0.793
H: 0.145 1.783 0.461
H: -0.823 3.536 -0.980
H: 0.565 1.138 -5.181
H: -4.486 -0.371 4.392
C: -0.337 -0.949 -5.196
H: -3.957 3.838 4.025
C: -1.886 2.035 1.992
H: -5.143 1.576 1.192
C: -0.684 -2.367 -2.098
H: -0.870 1.750 -3.288
H: -1.055 -0.375 3.574
N: 1.534 -0.574 -0.053
H: -4.874 1.892 3.644
H: -2.847 -1.437 -0.718
C: 0.628 -1.864 -4.282
H: -0.146 -1.093 -6.257
C: 1.568 2.995 1.474

* maximum force: 0.94 eV/A
* M: 774.83 g/mol
* charge: -1
* <S²>: 6.03
* energy above the lowest of the compared OMol25 structures with the same formula, charge and spin: 2.828 eV
* multiplicity: 5
* Kohn-Sham gap (spin up / spin down): 0.2347 / 0.2233 hartree



Entry 3:
The following is a DFT calculation (wB97M-V/def2-TZVPD) of a structure of composition BrH3NOP at a distorted geometry.

Positions of all 7 atoms, in Å:
P: -0.438 -0.145 0.855
H: 0.241 -1.157 -1.102
Br: -2.300 0.012 -0.259
H: 0.391 2.407 0.511
H: 1.248 -1.540 0.183
O: 0.542 1.682 -0.093
N: 0.317 -1.259 -0.095

* maximum force: 3.67 eV/A
* M: 143.91 g/mol
* energy above the lowest of the compared OMol25 structures with the same formula, charge and spin: 1.589 eV
* multiplicity: 1
* Kohn-Sham gap (spin up / spin down): 0.3538 / 0.3538 hartree



Entry 4:
The following is a DFT calculation (wB97M-V/def2-TZVPD) of an isolated molecule of C4H7BrO2 at a distorted geometry.

Positions of all 14 atoms, in Å:
H: 0.196 -2.333 0.323
H: -1.663 -1.416 -1.095
O: 0.955 -0.895 1.664
Br: -2.533 0.579 0.268
C: -1.407 -0.333 -1.030
H: 0.222 2.018 0.304
C: 0.099 -0.508 -0.575
O: 0.301 -1.919 -0.658
C: 0.703 -0.046 0.868
H: -1.444 0.010 -2.114
H: 1.877 1.708 0.551
H: 0.646 -0.087 -1.406
C: 0.959 1.427 0.970
H: 1.089 1.796 1.932

* maximum force: 3.60 eV/A
* M: 167.00 g/mol
* energy above the lowest of the compared OMol25 structures with the same formula, charge and spin: 0.914 eV
* multiplicity: 1
* Kohn-Sham gap: 0.3977 hartree



Entry 5:
The following is a DFT calculation (wB97M-V/def2-TZVPD) of a structure of composition C27H59N10O6Y at a distorted geometry.

Positions of all 103 atoms, in Å:
H: 3.701 1.982 -4.030
C: 0.303 -0.055 -3.272
C: -2.703 -2.128 0.074
C: -1.043 3.756 -2.067
C: -2.430 -1.874 -1.403
H: -5.403 -2.669 1.503
N: -1.037 -1.443 -1.701
H: 1.323 -3.347 -0.128
C: -2.948 0.367 4.217
H: -3.099 -1.093 -1.740
C: 0.489 -2.642 -0.095
H: -2.264 -3.076 0.389
H: 2.407 0.688 -0.191
H: -2.889 -2.343 4.298
C: 3.911 -3.211 -2.806
Y: -0.721 0.399 -0.299
H: 2.309 4.223 -2.155
C: -3.874 -2.359 3.835
N: 0.293 1.086 -2.327
N: 0.369 3.412 -2.193
H: 2.849 0.742 -3.100
H: 2.723 -0.787 3.725
H: -5.909 -1.310 2.507
N: 2.570 -0.248 1.695
H: -5.095 -0.993 0.978
H: 1.058 -4.323 2.191
H: -0.619 1.122 3.592
C: -1.609 3.405 1.687
H: 1.099 5.288 -2.906
H: -0.325 0.151 2.167
H: -2.040 4.298 1.231
H: 1.442 4.379 1.633
H: -1.309 4.527 -2.797
H: -1.823 -0.292 -3.272
H: 0.674 3.972 -4.672
N: -2.201 -1.042 0.950
C: -0.945 -0.906 -3.089
N: -2.167 -0.187 3.117
H: 2.622 1.784 1.179
N: 1.665 2.336 -3.788
H: -2.668 -2.783 -1.961
H: 0.770 -2.384 -2.192
H: 1.653 2.999 -5.763
H: 4.939 -1.328 -2.974
C: -3.487 2.301 0.663
H: 0.102 -2.850 2.459
C: -2.739 -0.970 2.149
H: 3.369 -3.796 -2.054
H: -0.187 -0.584 3.747
N: 0.936 -1.329 0.419
C: 2.906 0.821 0.759
H: 3.668 -2.828 3.516
C: 1.862 -1.363 1.362
H: 1.106 5.059 -1.160
C: 3.498 -2.878 2.437
C: 1.609 3.426 -4.761
H: 2.673 0.813 -4.867
C: 1.069 -3.321 2.628
N: -3.852 -1.665 2.549
H: 4.217 -2.235 1.936
O: -2.142 2.231 1.161
H: -3.775 -2.251 0.141
H: 2.447 4.117 -4.650
H: 2.886 0.938 3.382
O: -2.523 1.114 -1.118
C: 1.272 4.553 -2.114
C: 4.377 -1.891 -2.232
H: 5.038 -2.055 -1.378
H: -2.718 1.430 4.317
H: -2.728 -0.116 5.172
H: -4.156 -3.401 3.673
C: -3.607 1.214 -0.394
H: -1.758 3.488 2.767
H: -0.523 -3.497 -1.774
H: -0.258 -3.082 0.561
H: -4.009 0.269 4.013
H: 2.770 -1.483 -1.155
H: 1.216 -3.423 3.706
O: 0.401 2.436 0.829
H: 1.201 -0.654 -3.130
H: -4.209 2.153 1.459
O: -4.612 0.548 -0.491
H: 3.678 -3.905 2.116
C: 2.777 1.406 -3.955
H: 3.251 -3.045 -3.662
O: 0.497 4.434 1.833
H: -4.599 -1.918 4.526
C: -0.756 0.135 3.150
H: 0.310 0.302 -4.302
H: -3.660 3.268 0.185
C: 3.137 -0.064 3.028
C: -0.063 -2.542 -1.510
H: -1.250 4.168 -1.074
H: -0.937 -1.722 -3.816
C: -5.127 -1.663 1.830
H: 4.764 -3.806 -3.140
H: 3.984 0.827 0.575
N: 2.135 -2.496 2.074
H: 4.226 -0.155 3.026
C: 0.767 2.235 -2.780
H: -1.665 2.887 -2.227
O: 3.275 -1.046 -1.850
C: -0.135 3.367 1.400

* maximum force: 1.95 eV/A
* M: 708.74 g/mol
* charge: +2
* energy above the lowest of the compared OMol25 structures with the same formula, charge and spin: 0.909 eV
* multiplicity: 1
* Kohn-Sham gap: 0.3457 hartree



Entry 6:
The following is a DFT calculation (wB97M-V/def2-TZVPD) of a cluster of 5 separate species, C35H66N2O10 in total.

Positions of all 113 atoms, in Å:
C: 5.292 1.829 0.724
H: -3.399 1.184 -4.564
H: 4.900 0.843 0.978
H: -0.257 6.286 -1.430
C: -0.598 3.477 -1.865
H: -1.352 2.908 -2.420
H: -3.969 -0.005 5.727
H: -2.271 4.125 -0.673
N: 4.275 1.853 -1.608
H: 0.550 4.220 -3.498
H: -5.772 -8.842 3.581
C: -1.132 2.725 0.526
H: 5.920 2.966 -0.996
O: -5.463 3.349 -4.182
H: 9.138 -0.022 5.103
H: -1.048 -1.102 0.193
O: -3.368 3.923 -3.904
C: 3.669 0.590 -1.453
H: -1.252 -2.030 5.008
C: 10.156 -1.564 1.132
H: 3.529 3.536 -0.532
H: -6.253 2.461 -5.891
H: -1.367 0.698 -1.517
O: -2.444 -1.652 3.341
C: -3.729 -0.993 5.342
H: -2.866 -8.857 1.106
H: -4.118 1.101 -0.311
H: 0.625 6.614 -2.902
O: 7.356 0.753 3.430
H: -4.603 -7.825 0.929
C: 2.975 5.358 -2.323
H: 1.620 4.702 -0.725
O: -3.951 -0.077 3.163
C: 9.234 -0.514 4.139
C: -2.402 -2.857 -0.173
O: 4.247 -0.369 -2.260
C: -3.160 1.551 -0.592
C: -3.687 1.988 -5.240
H: -0.935 3.191 1.495
H: -5.787 -7.004 1.922
C: -6.722 1.255 -4.140
H: -3.056 2.297 1.443
H: -4.455 -1.317 -2.251
C: 0.450 5.849 -2.141
H: 3.860 5.861 -1.930
H: -7.373 3.202 -4.768
C: -6.481 2.582 -4.831
H: 9.402 -1.818 0.387
C: 10.118 -0.078 1.422
C: -1.616 -2.533 4.109
C: 8.409 0.260 3.137
H: -2.089 0.896 1.108
H: -2.938 -1.416 5.955
H: 6.248 1.926 1.239
C: -2.647 -7.332 2.674
H: -2.807 0.648 -2.509
H: -3.202 -3.692 5.022
H: -6.980 1.420 -3.094
C: -4.149 3.167 -4.413
H: 9.951 -2.155 2.024
O: -1.879 -6.637 3.280
C: -0.192 4.627 -2.800
H: 4.592 2.558 1.135
H: 3.662 -0.525 -3.010
C: -2.445 0.531 -1.484
C: -3.547 -2.894 -1.009
H: -1.641 -4.522 4.935
H: 2.696 3.520 -3.451
C: -3.690 -1.649 -1.569
H: -6.192 -9.460 1.975
H: -1.030 4.941 -3.425
O: -3.961 -7.040 2.746
C: 3.326 2.965 -1.443
H: 2.738 5.854 -3.269
H: 11.136 -1.849 0.749
H: -4.577 -9.726 2.640
H: -2.623 -4.318 3.486
H: -4.426 1.610 -5.941
H: 6.216 1.252 -1.123
O: 2.788 0.314 -0.693
H: -7.541 0.721 -4.622
C: 1.757 5.549 -1.398
H: -4.179 -3.752 -1.174
C: 3.340 3.900 -2.655
C: -5.397 -9.012 2.572
N: -2.675 -0.852 -1.119
H: 2.323 2.564 -1.302
H: 1.956 6.415 -0.759
H: -0.253 2.112 0.309
H: -2.048 -9.367 2.593
H: 8.823 -1.519 4.218
C: -1.895 -1.585 -0.268
H: -4.613 -1.624 5.421
H: 4.358 3.883 -3.056
C: -2.187 -8.542 1.895
C: -3.376 -0.851 3.879
C: -1.222 3.859 -0.524
H: -0.737 4.735 -0.093
H: 10.302 0.484 0.508
C: -2.310 -3.843 4.409
H: 0.249 2.801 -1.729
H: -5.837 0.619 -4.165
C: 5.486 1.988 -0.777
H: -1.975 -3.651 0.416
H: 10.291 -0.582 3.897
O: 8.826 0.356 1.856
H: -2.811 2.298 -5.804
H: 10.884 0.224 2.139
H: -1.229 -8.303 1.442
H: -0.748 -2.712 3.476
H: -3.391 2.438 -1.184
C: -4.952 -7.702 1.955
C: -2.397 1.861 0.693

* maximum force: 0.66 eV/A
* M: 674.92 g/mol
* multiplicity: 1
* Kohn-Sham gap: 0.3072 hartree



Entry 7:
The following is a DFT calculation (wB97M-V/def2-TZVPD) of a cluster of 2 separate species, C10H16BrF3NO7S2 in total at a distorted geometry.

Positions of all 40 atoms, in Å:
F: 0.802 2.687 -1.544
S: 0.761 0.310 3.457
C: -0.460 2.293 -1.915
C: 0.335 2.825 4.051
C: -0.963 0.764 3.635
F: -1.037 3.382 -2.523
O: 0.337 1.748 -4.396
C: -1.268 -3.700 -2.890
O: -1.563 0.527 -3.713
H: 0.774 -3.336 -2.226
C: -0.252 -3.274 -1.757
N: 0.793 -0.943 -1.533
H: 1.614 1.561 5.269
C: -0.977 2.104 4.379
H: -1.330 -1.317 -1.987
H: -1.483 -0.013 4.193
O: 1.046 -0.823 4.303
H: 0.311 3.183 3.018
O: 0.989 -0.070 -0.494
C: 0.974 -0.325 -2.833
H: -1.035 1.927 5.457
O: 1.100 0.328 2.062
H: 1.886 -0.154 -0.127
H: -1.391 0.855 2.637
H: 2.367 2.057 3.726
S: -0.251 1.002 -3.269
C: 1.095 -1.392 -4.030
H: -1.846 2.700 4.097
Br: -1.013 -1.679 0.513
H: -0.783 -4.309 -3.702
H: -1.730 -2.821 -3.422
H: -2.134 -4.276 -2.458
C: 1.434 1.781 4.216
C: -0.454 -1.732 -1.432
F: -1.213 1.886 -0.868
H: 0.499 3.685 4.702
O: 2.098 -2.219 -4.003
O: 0.261 -1.482 -4.933
H: 1.980 0.183 -2.809
H: -0.270 -3.924 -0.853

* maximum force: 5.62 eV/A
* M: 463.27 g/mol
* charge: -1
* multiplicity: 1
* Kohn-Sham gap: 0.2530 hartree



Entry 8:
The following is a DFT calculation (wB97M-V/def2-TZVPD) of a structure of composition C6H12FeO4 at a distorted geometry.

Positions of all 23 atoms, in Å:
H: 0.825 -4.215 -1.382
H: 3.148 -1.980 0.042
H: 1.752 -0.062 -0.491
H: 2.309 -2.537 -1.451
H: 1.931 -5.231 -0.404
C: 0.313 -1.020 -3.315
C: 0.965 0.012 -5.699
H: 1.435 0.852 -5.161
C: 1.232 -1.013 -0.279
H: 0.295 -5.395 1.399
H: 0.864 -1.967 -3.303
O: -1.035 -4.000 0.635
C: -0.082 -4.991 0.434
O: 0.081 -1.227 -1.143
O: 0.422 -0.895 -5.084
H: 0.798 -0.064 -3.084
C: 2.165 -2.186 -0.410
H: -0.492 -5.856 -0.125
Fe: -0.239 -2.261 0.556
O: 1.565 -3.305 0.326
C: 1.128 -4.476 -0.352
H: 1.079 -0.088 -6.789
H: -0.781 -0.997 -3.327

* maximum force: 3.00 eV/A
* M: 204.00 g/mol
* charge: +1
* <S²>: 8.76
* energy above the lowest of the compared OMol25 structures with the same formula, charge and spin: 2.493 eV
* multiplicity: 6
* Kohn-Sham gap (spin up / spin down): 0.2542 / 0.2771 hartree



What is the M in the sixth record?
674.92 g/mol